Entry from the Open Molecules 2025 dataset: a molecular structure, C2H4O3Rb (ωB97M-V with the def2-TZVPD basis set).

XYZ file:
```
10
C2H4O3Rb (ωB97M-V with the def2-TZVPD basis set)
Rb 11.50500 21.50347 27.87838
O 16.06763 23.74911 27.58853
O 14.01139 22.87698 27.25244
O 12.25684 22.30083 30.41423
C 14.97415 23.66794 26.98504
C 14.74226 24.62604 25.81630
H 15.68830 25.09470 25.51798
H 11.44192 22.81230 30.47124
H 14.11977 25.46067 26.15132
H 14.32155 24.16078 24.92444
```

Energy relative to the best compared isomer or geometry (same formula, charge and spin), eV: 0.000
Charge: -1

=====

Entry from the Open Molecules 2025 dataset: 2 unconnected molecules or ions with the total composition C2H4O3S (ωB97M-V with the def2-TZVPD basis set).

XYZ file:
```
10
C2H4O3S (ωB97M-V with the def2-TZVPD basis set)
S 0.61016 2.64765 0.63421
O -0.66042 1.45997 2.60844
O -1.33954 0.96575 -0.76288
O 0.97455 -1.05110 -0.35617
C -1.35590 0.78220 0.41883
C -0.52531 1.57608 1.42136
H 0.23535 2.25202 -0.59612
H 1.62028 -1.63757 -0.75527
H 0.45386 -1.60455 0.23481
H -1.99424 0.03229 0.90992
```

Energy relative to the best compared isomer or geometry (same formula, charge and spin), eV: 0.110
SMILES: O=CC(=O)S.O

=====

Number 1: lowest unoccupied orbital energy 1.68 eV, strongest force on any atom 1.420 eV/A, E_HOMO -0.12427 hartree. Number 2: lowest unoccupied orbital energy -0.63 eV, strongest force on any atom 0.820 eV/A, E_HOMO -0.36850 hartree.